Record 1
Entry from the Open Molecules 2025 dataset: a structure of composition C32H53CaN6O2PSSi in a non-equilibrium geometry (ωB97M-V/def2-TZVPD).

Properties
relative energy (zero: lowest compared OMol25 entry of this formula, charge and spin): 4.78 kcal/mol
electronic energy: -3437.03178 hartree
LUMO energy: 0.52 eV

```
! RIJCOSX wB97M-V def2-TZVPD def2/J DEFGRID3
* xyz 0 1
H -4.06771 -1.00544 -3.02514
C 3.53762 1.92641 0.15664
H 5.63725 1.75690 0.54814
H -1.48811 1.75719 -2.19247
C 5.75425 -0.16634 -1.54882
H -1.48344 -2.18288 2.83821
H 3.36674 -2.83263 4.65933
C 2.67681 -2.14977 4.16544
C -1.04195 -2.26700 3.82890
H -3.01288 -3.70001 -1.68085
H -3.38489 0.68312 1.07782
H -2.82330 2.52577 -4.42106
H 1.89835 4.94622 0.28282
H -3.96781 -1.71849 2.86615
H -1.60900 -4.30877 -3.48874
H -1.31596 -1.39512 4.42473
C 4.81205 2.44902 0.45665
H -5.80764 -0.65453 0.67486
H -1.34147 -1.66900 -4.02435
P -2.21104 -0.63784 -1.01333
H 6.25232 -0.38918 1.47153
C -4.25132 0.01516 -2.67621
H 4.19061 5.77287 0.77380
H 0.55573 -3.20196 -3.81074
C 5.35440 -0.99599 1.34858
C -1.98845 -3.33644 -1.59874
H -0.77760 2.92799 1.36663
H -2.19721 0.87286 -4.37967
H -2.68521 4.42857 0.77086
H 0.74010 1.85063 3.09485
C -4.26239 -2.06941 0.13052
Ca 0.96749 0.27402 0.56017
N 3.24541 0.60312 -0.05775
H -5.94407 -2.20418 1.50910
C -4.31561 -0.91165 2.21532
O 1.23882 2.41945 -0.15214
H 6.31924 0.73932 -1.34179
H 6.46902 -0.98987 -1.62335
H -1.41488 -3.17145 4.31706
N -3.12584 0.46563 -1.83593
H 4.72088 -0.77985 2.20883
H 5.28416 -0.03994 -2.52501
H 1.15422 -2.98523 5.51877
C -1.86162 4.29789 0.08148
H -2.67480 5.62935 -1.39005
H 4.39159 -2.96148 -0.95910
C -0.01598 -2.98986 -2.90762
C -5.23702 -1.46366 1.13622
C -2.54807 1.68936 -2.41856
C 0.25923 3.96460 -1.69334
H 3.11630 -1.15013 4.14929
H -2.21615 -0.30841 1.96382
H -4.78561 -0.15605 2.84313
H 3.27812 -1.97949 -1.90696
H -0.30643 -0.81467 -2.86900
H 2.81707 -2.52568 -0.30836
H -0.33696 0.51059 3.40592
C 1.04887 -2.54418 2.55839
H -0.79094 5.33417 -2.95888
C 5.04825 3.79955 0.66667
O -0.99573 0.10696 -0.53522
N -3.04031 -1.24948 0.25870
C 3.65733 -2.15501 -0.89720
H -0.64786 -4.96393 -2.15850
H -1.65505 -3.46696 -0.56858
N 2.37489 -2.60336 2.81205
C -2.88358 1.57313 -3.89632
C 2.53406 2.92060 0.09778
C -4.29407 0.99840 -3.85598
N -1.89429 -1.91306 -1.99073
C 2.73379 4.26186 0.32048
C 4.01800 4.72027 0.59936
H 6.05383 4.12699 0.89588
C 1.28299 -2.15220 4.82152
C 0.62174 0.76758 2.93197
H -5.19149 0.01890 -2.11966
H -4.59782 0.51167 -4.78146
C -0.79576 4.80665 -2.01445
H -3.03347 2.56723 -1.98371
H 0.68123 -2.87316 -2.07582
Si 4.45671 -0.58716 -0.26354
H -4.03987 -3.10937 0.37748
H 1.06326 -1.21459 5.33302
H 5.66771 -2.04201 1.39265
H 1.39425 0.32368 3.57609
C -0.80891 3.45798 0.42323
S 0.36176 -2.75703 1.01288
H 1.09952 3.82256 -2.35893
C 0.22880 3.30771 -0.47656
C -0.86940 -1.73580 -3.03798
N 0.39045 -2.30897 3.68618
H 3.02213 -2.47953 2.04778
C -1.85571 4.97344 -1.13124
C -3.15626 -0.33575 1.41525
H -4.65808 -2.04913 -0.88632
H -5.01067 1.79634 -3.65197
C -1.05771 -4.04863 -2.58090
*
```



Record 2
Entry from the Open Molecules 2025 dataset: a structure of composition C39H39I2N7O4PtS (ωB97M-V/def2-TZVPD).

Properties
relative energy (zero: lowest compared OMol25 entry of this formula, charge and spin): 15.31 kcal/mol
electronic energy: -3306.29012 hartree
LUMO energy: -5.63 eV

```
! RIJCOSX wB97M-V def2-TZVPD def2/J DEFGRID3
* xyz 2 1
C -2.76119 -0.10277 3.89404
C 0.22370 -4.79104 -0.72691
N 0.80440 -4.08958 0.30941
O 1.84488 0.53634 2.50855
N -0.68672 0.71240 -1.78612
C 2.79049 -1.08857 4.04273
H -1.37314 1.02582 -2.46005
C -1.03240 1.06460 2.73036
C 2.75853 3.02586 -0.29148
C 1.80330 5.20700 -0.16288
C -5.83250 2.54215 0.84589
H -6.20486 3.26409 0.11814
C -1.89218 -1.00761 1.84096
I 6.85481 -2.30037 4.97062
C 4.20271 0.24643 2.67730
H -1.67667 0.79958 -6.03382
H -0.27121 5.22801 0.42933
C -1.12078 0.57075 -0.52339
C 3.91151 -1.70184 4.58770
H -0.52317 -0.55118 -6.13806
C -4.72360 1.21081 -0.79056
H 3.71171 1.67451 -1.61926
C 2.89625 4.39322 -0.42136
C 0.30678 -4.01855 -1.83153
C 0.54922 0.18857 -3.74122
H 1.23391 -2.09875 -2.05072
N 0.95936 -2.86684 -1.45358
H 1.92844 -4.47377 2.04431
O -4.64466 1.91054 0.36945
H -3.45076 -0.18042 4.72416
C 1.25508 -2.91611 -0.14897
H -2.59819 -0.71457 -2.61668
C 2.90393 -0.08618 3.07232
C 0.89858 -4.53544 1.70221
C -2.76727 -1.09039 2.91645
C -3.52493 0.60053 -1.19161
H 5.35284 1.62526 1.52200
S 2.18177 -1.85312 0.85457
H -3.46902 -1.90670 2.99491
H -2.70028 0.98488 0.64592
H 0.27359 -3.90379 2.33248
C 2.81169 -0.57287 -3.62840
C 0.54238 0.33341 -2.33532
H 4.29633 0.12211 0.00896
H 6.31982 -0.07972 2.87826
H 4.83107 2.52070 -0.54226
I 0.91318 -1.72396 4.64909
N -0.32776 0.31279 0.50681
C 0.60256 4.62867 0.21985
C -1.88993 0.96871 3.81477
C 2.80477 -0.40771 -2.25602
H 3.69493 -0.95733 -4.12073
N -2.42778 0.81118 -0.31380
H 1.89077 6.28111 -0.25469
C -4.64974 -0.34235 -3.09488
C -3.49963 -0.19116 -2.32789
H 1.70461 -0.37637 -5.45996
H -0.35441 1.90211 2.64758
H 0.56639 -5.56807 1.75052
H -6.71985 0.16234 -3.30320
C 4.31270 1.33243 1.67785
C 1.67411 0.08585 -1.58582
H -5.55138 3.05713 1.75866
C -5.82302 0.27875 -2.71072
C -5.86791 1.04684 -1.55236
H -0.01539 -4.19572 -2.84144
H -2.80926 -3.53903 1.64382
C 3.85009 2.04961 -0.60562
H -2.74253 -3.44906 -0.13336
C 5.18570 -1.35176 4.16851
C -2.89338 -2.87907 0.77773
N 1.59545 2.47929 0.10179
H 0.06193 1.13773 -6.19883
C -1.03069 0.09266 1.74313
H -6.60358 1.80229 1.06511
N 3.75460 0.91590 0.34687
H 3.74134 2.20879 1.99068
H 3.84664 4.81114 -0.72253
H 3.78595 -2.46881 5.34013
H -0.36946 2.75822 0.66030
C 5.33058 -0.37531 3.20750
H -6.79533 1.51222 -1.25331
H 3.68085 -0.71593 -1.69892
C -0.67970 0.46342 -5.76999
O -0.62230 0.49581 -4.34033
H -1.87749 1.72649 4.58516
C 0.53575 3.25659 0.34943
H -4.62181 -0.95635 -3.98425
H -3.88716 -2.42772 0.75834
C 1.68770 -0.25554 -4.38718
H -0.18524 -5.77552 -0.58475
Pt 1.70995 0.39868 0.41904
O -1.87943 -1.87735 0.79101
*
```



Record 3
Entry from the Open Molecules 2025 dataset: the molecule C4H10N2 in a non-equilibrium geometry (ωB97M-V/def2-TZVPD).

Properties
structure (SMILES): C=NCCCN
relative energy (zero: lowest compared OMol25 entry of this formula, charge and spin): 40.90 kcal/mol
electronic energy: -267.86015 hartree
LUMO energy: 1.05 eV

```
! RIJCOSX wB97M-V def2-TZVPD def2/J DEFGRID3
* xyz 0 1
C -0.83498 -0.28477 -0.75334
N -1.71714 -0.67455 1.50656
C -1.50859 0.35644 0.49399
H 1.00547 -1.17741 -1.35193
H -1.52238 -0.26324 2.40955
H 3.06297 1.85904 -0.18925
N 1.29998 0.81682 -0.65013
H 3.31909 0.15594 -0.52452
C 0.66680 -0.47403 -0.57180
H -1.15020 -1.49242 1.34481
C 2.52792 0.94314 -0.45960
H -0.99654 1.29909 0.74056
H 0.85910 -0.99979 0.36854
H -2.47120 0.76996 0.16242
H -1.08619 0.34447 -1.61964
H -1.45409 -1.17870 -0.90624
*
```



Record 4
Entry from the Open Molecules 2025 dataset: a cluster of 7 separate species, C21H42O21 in total in a non-equilibrium geometry (ωB97M-V/def2-TZVPD).

Properties
structure (SMILES): COC(=O)OC.COC(=O)OC.COC(=O)OC.COC(=O)OC.COC(=O)OC.COC(=O)OC.COC(=O)OC
relative energy (zero: lowest compared OMol25 entry of this formula, charge and spin): 84.44 kcal/mol
electronic energy: -2405.32315 hartree
LUMO energy: 0.28 eV

```
! RIJCOSX wB97M-V def2-TZVPD def2/J DEFGRID3
* xyz 0 1
H -4.32296 -5.37093 -14.78526
H 3.00082 -2.97872 -20.87106
H 8.40988 -6.77259 -16.71032
C 5.99958 -3.57820 -17.08283
C -5.40749 -5.47404 -14.74956
O 3.01981 -3.19844 -18.90948
C -2.60717 -7.99541 -14.46779
C 3.11661 -6.05988 -16.28370
O -1.45774 -10.40605 -13.91659
H -3.12911 -2.28552 -16.78504
O -5.13793 -0.95776 -19.10782
C 2.37838 -2.68033 -20.02747
O 6.67723 -7.49240 -17.57494
C -4.20634 -2.45064 -16.80521
H 4.04675 -5.78045 -15.78888
O 0.51844 -6.58288 -16.95587
H 2.37174 -1.62945 -19.73815
H -0.39848 -8.86170 -19.26007
H -4.17309 -4.84271 -19.73794
O -6.74510 -5.86942 -18.00461
H -5.85926 -4.52143 -14.47289
C -0.79026 -11.04029 -11.34139
O -5.75905 -5.93564 -16.02706
O 4.66169 -3.62399 -17.49367
H -1.24714 -5.11602 -17.70064
O -4.80043 -2.90429 -18.01485
H -7.22882 -5.51011 -20.03116
H -5.46943 -2.11219 -21.60644
C 7.55328 -7.38273 -16.42385
H -3.21169 -7.09374 -14.56602
H -6.53992 -3.51235 -21.66547
O -2.49261 -8.51127 -13.13383
H -7.75758 -4.28487 -18.79561
O 5.06271 -8.80589 -16.56428
C -3.56398 -5.74386 -19.66707
C -1.20585 -4.65507 -16.71377
H -7.10425 -1.83283 -21.07906
H 7.80851 -8.38619 -16.08324
H 3.29141 -5.88730 -17.34566
H -0.62631 -11.72853 -12.17057
C -5.27699 -2.15630 -18.98010
O -3.95346 -6.69260 -18.71152
H 6.79499 -4.11364 -17.60122
H 3.54499 -9.75500 -18.42597
O 0.04003 -4.48947 -16.15994
O -7.43216 -4.43388 -16.36788
H -1.60278 -7.76272 -14.82157
H 3.77756 -9.02582 -19.95660
C -7.60185 -5.33983 -19.02123
O 5.06940 -2.11615 -19.16479
O -5.91084 -2.94926 -19.85558
C 4.30742 -2.94009 -18.58943
H -1.60384 -9.98816 -19.76954
C -6.32239 -2.59088 -21.12539
C 5.52771 -8.25667 -17.53011
C 3.69069 -8.78313 -18.89751
H -4.82474 -1.63008 -16.44140
H -1.88325 -5.25673 -16.10776
C -6.67751 -5.31069 -16.75823
H 6.31588 -2.53579 -17.12060
H 5.96343 -3.72396 -16.00323
O -3.73633 -8.58692 -17.48523
H -1.69693 -3.68673 -16.81001
H 7.07914 -6.90174 -15.56832
C -1.84730 -9.66754 -13.00023
H -5.67630 -6.20077 -13.98295
C -3.38137 -7.87080 -18.43687
H 0.18558 -10.61911 -11.09966
H 2.90802 -7.10321 -16.04693
H -4.26289 -3.23558 -16.05104
H -1.12727 -11.59981 -10.46877
O 2.03790 -5.12332 -15.99873
H -2.60518 -5.30997 -19.38329
O -2.31446 -8.13523 -19.27619
H -8.60555 -5.75560 -19.10960
H 1.39019 -3.10755 -20.19796
H -3.05088 -8.68946 -15.18159
C -1.40246 -9.21626 -19.02677
O 4.92755 -8.10590 -18.71212
C 0.86989 -5.46688 -16.45706
H 2.79162 -8.17914 -18.77512
H -1.37787 -9.64501 -18.02493
O -1.66881 -9.96814 -11.72495
H -3.38782 -6.17886 -20.65087
*
```



Q: relative energy (zero: lowest compared OMol25 entry of this formula, charge and spin) of number 2 (C39H39I2N7O4PtS)?
A: 15.31 kcal/mol